Entry 1:
Entry from OMol25: 2 unconnected molecules or ions with the total composition C18H38N3O3S (wB97M-V/def2-TZVPD).

Each line ends with the Löwdin charge.
Cartesian coordinates (Å):
C -3.25 2.91 2.27  -0.12
C -2.30 2.98 0.94  -0.23
N -2.36 1.71 0.07  -0.11
C -0.90 1.59 -0.44  -0.18
C -0.78 0.47 -1.63  -0.09
C 0.73 -0.24 -1.73  -0.35
C 0.48 -1.52 -2.78  -0.23
N 1.66 -2.46 -2.87  -0.04
C 1.30 -0.77 -0.29  -0.07
C 2.33 0.25 0.47  -0.41
C 3.82 -0.47 0.46  -0.06
C 1.86 0.23 2.08  -0.05
N 2.31 1.68 -0.01  -0.15
O 3.07 2.50 0.73  -0.04
C 2.55 1.83 -1.49  -0.40
C 4.13 1.93 -1.93  -0.07
C 1.87 3.30 -1.91  -0.06
C 1.85 0.70 -2.45  -0.09
C -2.76 0.50 0.88  -0.27
C -4.36 0.01 0.87  -0.03
O -1.94 -0.26 1.63  -0.09
H -3.34 4.01 2.72  0.09
H -4.36 2.55 2.02  0.08
H -2.77 2.23 3.12  0.10
H -1.18 3.24 1.26  0.13
H -2.64 3.88 0.25  0.13
H -0.26 1.39 0.51  0.10
H -0.62 2.67 -0.83  0.12
H -1.52 -0.44 -1.45  0.12
H -1.04 0.96 -2.68  0.13
H -0.56 -2.06 -2.60  0.13
H 0.38 -1.01 -3.85  0.12
H 1.42 -3.37 -2.38  0.08
H 2.53 -2.09 -2.42  0.05
H 0.35 -0.91 0.42  0.11
H 1.82 -1.82 -0.32  0.12
H 4.54 0.05 1.22  0.10
H 4.25 -0.61 -0.62  0.07
H 3.63 -1.57 0.88  0.10
H 2.48 0.96 2.75  0.09
H 2.13 -0.87 2.45  0.10
H 0.69 0.33 2.21  0.07
H 4.63 0.88 -2.17  0.08
H 4.14 2.51 -2.98  0.10
H 4.81 2.56 -1.21  0.10
H 2.67 4.05 -2.34  0.09
H 1.01 3.18 -2.71  0.08
H 1.34 3.74 -0.94  0.09
H 2.74 0.03 -2.87  0.12
H 1.33 1.15 -3.43  0.13
H -5.10 0.92 0.76  0.08
H -4.53 -0.43 1.96  0.10
H -4.55 -0.87 0.11  0.09
C -3.03 -5.40 2.04  -0.28
S -2.01 -4.28 1.05  0.80
O -0.61 -4.80 1.07  -0.57
C -2.09 -2.89 2.20  -0.27
H -3.09 -6.36 1.52  0.05
H -2.58 -5.55 3.02  0.06
H -4.03 -4.99 2.14  0.05
H -1.70 -3.19 3.17  0.07
H -3.13 -2.56 2.30  0.04
H -1.49 -2.07 1.80  0.01

Summary:
Max |F| in eV/Å: 8.4
LUMO level (alpha / beta) in eV: 0.203 / -0.185
HOMO-LUMO gap (alpha / beta) in eV: 9.00 / 8.63
Multiplicity: 2

=====

Entry 2:
Entry from OMol25: a molecular structure, C18H39B3NO11PS5 (wB97M-V/def2-TZVPD).

Each line ends with the Löwdin charge.
Cartesian coordinates (Å):
C 2.97 0.46 -2.68  0.04
C 3.02 0.98 -3.91  -0.01
B 1.88 1.95 -4.28  -0.53
O 1.74 3.26 -3.81  0.26
B 0.50 3.48 -3.27  -0.91
S 0.31 4.59 -1.80  0.83
O -0.63 2.91 -3.83  0.21
B -0.32 1.64 -4.26  -0.64
P -1.22 0.06 -3.64  0.79
N -0.59 -0.17 -2.20  -0.28
O 0.80 1.48 -5.05  0.25
H 3.55 -0.41 -2.40  0.07
H 2.33 0.88 -1.93  0.05
H 3.79 0.67 -4.59  0.09
H 1.06 3.92 -0.92  -0.16
H -0.84 -0.98 -4.53  0.00
H -2.62 0.20 -3.68  0.00
H -1.35 -0.19 -1.52  -0.08
C -5.21 -2.87 1.32  -0.22
C -3.77 -3.06 1.81  -0.21
C -2.84 -2.85 0.61  -0.21
S -3.70 -1.73 -0.50  0.68
O -4.01 -2.43 -1.72  -0.32
O -3.02 -0.46 -0.53  -0.34
C -5.20 -1.60 0.47  -0.22
H -5.92 -2.79 2.14  0.12
H -5.51 -3.72 0.70  0.12
H -3.55 -2.32 2.58  0.12
H -3.62 -4.05 2.25  0.11
H -1.89 -2.41 0.89  0.11
H -2.67 -3.78 0.06  0.11
H -6.05 -1.50 -0.19  0.11
H -5.10 -0.71 1.10  0.11
C 2.58 2.94 3.17  -0.22
C 1.12 2.48 3.14  -0.21
C 0.97 1.47 2.00  -0.21
S 2.59 0.70 1.81  0.67
O 3.12 1.06 0.52  -0.32
O 2.52 -0.68 2.23  -0.33
C 3.42 1.67 3.06  -0.25
H 2.82 3.49 4.07  0.10
H 2.78 3.59 2.31  0.12
H 0.87 2.00 4.09  0.12
H 0.43 3.31 3.01  0.11
H 0.24 0.69 2.22  0.10
H 0.72 1.95 1.06  0.09
H 4.45 1.85 2.75  0.10
H 3.40 1.10 3.99  0.10
C 7.60 0.59 6.42  -0.22
C 7.41 1.72 7.44  -0.21
C 7.12 3.01 6.67  -0.22
S 6.33 2.49 5.14  0.67
O 7.18 2.83 4.03  -0.31
O 4.94 2.89 5.16  -0.33
C 6.44 0.73 5.43  -0.23
H 7.60 -0.39 6.88  0.12
H 8.55 0.72 5.89  0.12
H 6.57 1.48 8.10  0.12
H 8.29 1.84 8.08  0.11
H 6.44 3.67 7.21  0.10
H 8.03 3.54 6.40  0.10
H 6.60 0.22 4.49  0.11
H 5.50 0.41 5.88  0.11
C -4.79 -2.24 -5.98  -0.22
C -5.99 -2.36 -6.93  -0.22
C -6.88 -3.50 -6.39  -0.22
S -6.59 -3.55 -4.61  0.66
O -5.97 -4.81 -4.29  -0.32
O -7.78 -3.11 -3.92  -0.33
C -5.36 -2.26 -4.57  -0.24
H -4.22 -1.33 -6.17  0.11
H -4.11 -3.09 -6.12  0.12
H -6.55 -1.43 -6.93  0.12
H -5.68 -2.56 -7.95  0.11
H -7.93 -3.32 -6.57  0.10
H -6.59 -4.46 -6.80  0.10
H -4.62 -2.49 -3.80  0.07
H -5.87 -1.33 -4.33  0.11

Summary:
Max |F| in eV/Å: 2.0
LUMO level in eV: 0.446
HOMO-LUMO gap in eV: 8.51
Multiplicity: 1

=====

Entry 3:
Entry from OMol25: 3 unconnected molecules or ions with the total composition C18H39BIN2O2S (wB97M-V/def2-TZVPD).

Each line ends with the Löwdin charge.
Cartesian coordinates (Å):
S -1.06 -6.01 3.17  0.42
B 0.42 -5.39 4.16  -1.41
I -0.11 -4.00 5.83  0.45
H -1.41 -5.08 2.23  -0.20
H 0.93 -6.34 4.67  -0.08
H 1.26 -4.85 3.49  -0.07
C -1.52 2.45 1.65  -0.04
C -2.13 1.21 2.35  -0.49
C -2.36 1.53 3.83  -0.14
C -1.05 1.60 4.61  -0.18
C -0.25 0.31 4.43  -0.13
C -0.03 -0.08 2.96  -0.48
N -1.28 0.01 2.15  -0.07
O -2.01 -1.04 2.42  -0.01
C 1.06 0.80 2.33  -0.04
C 0.56 -1.50 2.93  -0.06
C -3.49 1.04 1.65  -0.05
H -2.26 3.25 1.60  0.08
H -0.67 2.88 2.18  0.05
H -1.22 2.22 0.63  0.09
H -3.00 0.77 4.29  0.13
H -2.89 2.48 3.93  0.12
H -0.45 2.46 4.31  0.10
H -1.26 1.74 5.68  0.11
H 0.72 0.41 4.93  0.13
H -0.78 -0.50 4.95  0.11
H 1.13 0.61 1.25  0.07
H 2.04 0.56 2.76  0.08
H 0.92 1.86 2.48  0.06
H -0.05 -2.23 3.46  0.01
H 1.54 -1.51 3.43  0.09
H 0.71 -1.84 1.91  0.09
H -3.35 0.80 0.60  0.09
H -4.07 1.96 1.71  0.08
H -4.10 0.26 2.10  0.08
C 2.14 -1.29 -2.84  -0.04
C 0.76 -0.60 -2.79  -0.49
C -0.09 -1.09 -3.97  -0.13
C 0.39 -0.52 -5.30  -0.18
C 0.44 1.00 -5.25  -0.14
C 1.25 1.55 -4.06  -0.50
N 0.90 0.89 -2.78  -0.07
O -0.23 1.39 -2.36  -0.02
C 2.76 1.42 -4.32  -0.04
C 1.02 3.07 -3.99  -0.05
C 0.15 -1.10 -1.47  -0.03
H 2.03 -2.35 -2.61  0.09
H 2.62 -1.25 -3.81  0.05
H 2.82 -0.86 -2.10  0.09
H -1.14 -0.81 -3.82  0.13
H -0.07 -2.18 -4.01  0.13
H 1.37 -0.93 -5.57  0.10
H -0.29 -0.83 -6.09  0.11
H 0.87 1.38 -6.18  0.12
H -0.58 1.38 -5.20  0.12
H 3.33 1.69 -3.43  0.09
H 3.07 2.09 -5.13  0.08
H 3.06 0.42 -4.64  0.06
H -0.04 3.33 -3.92  0.08
H 1.40 3.55 -4.90  0.08
H 1.54 3.51 -3.14  0.09
H 0.73 -0.75 -0.62  0.07
H 0.15 -2.19 -1.44  0.09
H -0.89 -0.78 -1.33  0.08

Summary:
Max |F| in eV/Å: 3.0
LUMO level (alpha / beta) in eV: 2.109 / 1.656
HOMO-LUMO gap (alpha / beta) in eV: 6.24 / 5.78
Charge: -1
Multiplicity: 3

=====

Entry 4:
Entry from OMol25: a molecular structure, C18H39CeNO2P2Si (wB97M-V/def2-TZVPD).

Each line ends with the Löwdin charge.
Cartesian coordinates (Å):
Ce -0.03 -0.09 -0.66  0.47
P 2.45 -0.22 -0.83  0.79
P -2.51 0.03 -0.45  0.79
N -0.07 0.96 -2.10  -0.32
H 1.41 -2.63 1.61  0.13
C 3.21 -1.70 -1.65  -0.23
H 4.32 -1.64 -1.68  0.05
H 2.83 -1.76 -2.69  0.05
H 2.91 -2.61 -1.11  0.04
C 3.39 -0.17 0.77  -0.23
H 4.47 -0.34 0.61  0.05
H 2.99 -0.93 1.45  0.03
H 3.24 0.82 1.23  0.05
C 3.18 1.18 -1.78  -0.24
H 4.29 1.19 -1.71  0.05
H 2.77 2.12 -1.38  0.05
H 2.88 1.09 -2.83  0.05
C -3.55 -1.34 -1.16  -0.23
H -4.63 -1.14 -1.05  0.05
H -3.30 -2.28 -0.64  0.04
H -3.30 -1.45 -2.23  0.05
C -3.18 0.15 1.27  -0.23
H -4.29 0.16 1.29  0.06
H -2.80 1.08 1.74  0.05
H -2.81 -0.71 1.86  0.04
C -3.22 1.52 -1.27  -0.24
H -4.30 1.63 -1.07  0.05
H -3.05 1.44 -2.36  0.05
H -2.68 2.41 -0.91  0.05
C -0.05 1.77 -3.20  -0.37
C -0.01 2.08 -5.63  -0.11
C -0.03 1.23 -4.51  -0.05
C -0.03 3.18 -3.04  -0.05
C 0.00 4.02 -4.16  -0.11
C 0.01 3.47 -5.46  -0.12
H 0.00 1.65 -6.63  0.10
H -0.05 0.14 -4.63  0.10
H -0.04 3.59 -2.03  0.11
H 0.01 5.11 -4.03  0.10
H 0.03 4.13 -6.34  0.09
C 0.33 -2.70 1.35  -0.45
O 0.00 -1.61 0.52  -0.48
C 0.10 -4.01 0.59  -0.04
H -0.33 -4.77 1.27  0.08
H 1.06 -4.41 0.19  0.08
H -0.59 -3.86 -0.25  0.08
C -0.49 -2.62 2.64  -0.05
H -1.45 -3.17 2.54  0.11
H -0.72 -1.57 2.89  -0.03
H 0.07 -3.05 3.48  0.10
C -1.62 0.01 4.24  -0.16
Si -0.03 -0.09 3.11  0.35
C 0.39 1.72 3.36  -0.21
C 1.54 -0.76 3.97  -0.15
O -0.03 -0.09 1.34  -0.50
H -1.29 0.28 5.26  0.04
H -2.19 -0.94 4.31  0.03
H -2.30 0.81 3.89  0.03
H 0.51 1.95 4.44  0.03
H 1.35 1.95 2.84  0.02
H -0.41 2.35 2.93  0.03
H 1.72 -1.84 3.92  0.02
H 2.42 -0.26 3.53  0.03
H 1.49 -0.47 5.04  0.05

Summary:
Max |F| in eV/Å: 15.6
LUMO level in eV: 0.256
HOMO-LUMO gap in eV: 6.30
Energy above the lowest of the compared OMol25 structures with the same formula, charge and spin in eV: 9.745
Multiplicity: 1

=====

Q: Among the records above, which one has the lowest max |F|?
A: C18H39B3NO11PS5

=====

Q: Among the records above, which one has the lowest max |F|?
A: C18H39B3NO11PS5